No. 1
{
  "formula": "C6H15NO2Rb",
  "method": "the ωB97M-V functional and the def2-TZVPD basis",
  "total_energy_ev": -12701.390,
  "lumo_ha": [0.00504, 0.00324],
  "charge": 0,
  "spin_multiplicity": 2,
  "gap_ev": [2.71, 9.91],
  "elements": ["Rb", "C", "O", "C", "C", "N", "C", "C", "O", "C", "H", "H", "H", "H", "H", "H", "H", "H", "H", "H", "H", "H", "H", "H", "H"],
  "xyz": [[-2.02580, 1.48970, -0.11258], [-2.37655, -1.93290, 1.70645], [-1.51427, -1.17825, 0.79895], [-0.97571, -2.06171, -0.26447], [0.33088, -1.50745, -0.91662], [0.16063, -0.29236, -1.72637], [1.30406, 0.59161, -1.52022], [1.40050, 1.32553, -0.16799], [0.58594, 2.44790, -0.00912], [0.99295, 3.26707, 1.03214], [-1.79372, -2.66171, 2.26969], [-3.18497, -2.37647, 1.12525], [-2.68039, -1.44912, 2.63475], [-1.72738, -2.17672, -1.04541], [-0.90278, -3.09529, 0.07392], [0.45298, -2.33681, -1.61329], [1.17441, -1.48509, -0.22666], [0.28823, -0.53410, -2.69868], [1.20738, 1.29360, -2.34844], [2.11212, -0.09815, -1.76390], [2.45623, 1.55691, -0.02658], [1.38083, 0.58333, 0.63004], [0.21955, 3.97645, 1.32664], [1.90981, 3.82222, 0.83394], [1.20508, 2.83170, 2.00863]],
  "atomic_forces_ev_per_a": [[-0.436, 0.016, -0.099], [1.170, -0.241, -0.055], [0.091, -1.328, 0.137], [-0.422, 1.499, 0.665], [-1.986, -1.528, -0.250], [-0.522, 0.013, 1.177], [-0.715, 0.573, -0.482], [1.925, -1.512, -0.548], [-0.319, -0.679, -0.330], [0.430, 1.400, 1.604], [0.421, -0.953, -0.889], [-0.146, -0.017, 0.410], [-0.592, 1.445, -0.870], [-0.217, 0.533, -0.262], [0.706, 0.085, 0.581], [0.821, -0.208, -0.140], [-0.105, 0.173, 0.015], [-0.634, -0.292, -0.090], [0.439, 0.447, 0.196], [1.197, 0.805, 0.703], [0.341, 0.851, -0.502], [-1.212, -0.131, 0.472], [-0.238, 0.094, -0.741], [0.074, 0.121, -0.601], [-0.071, -1.167, -0.100]]
}

***

No. 2
{
  "formula": "C6H15NO2S",
  "method": "the ωB97M-V functional and the def2-TZVPD basis",
  "total_energy_ev": -22885.011,
  "lumo_ha": 0.02617,
  "smiles": "CN(C(C)(C)C)S(C)(=O)=O",
  "charge": 0,
  "spin_multiplicity": 1,
  "gap_ev": 10.25,
  "elements": ["C", "N", "C", "C", "C", "C", "S", "C", "O", "O", "H", "H", "H", "H", "H", "H", "H", "H", "H", "H", "H", "H", "H", "H", "H"],
  "xyz": [[-0.91908, -1.68647, 0.65560], [-0.35868, -0.58890, -0.08567], [0.28093, 0.61470, 0.78135], [0.97540, 0.03913, 2.00178], [1.28708, 1.29196, -0.13511], [-0.85697, 1.55068, 1.15460], [-0.95239, -0.32713, -1.60401], [0.38859, -0.98530, -2.64179], [-2.09151, -1.17720, -1.80546], [-1.10322, 1.07067, -1.90289], [-1.49235, -2.28521, -0.04713], [-0.12589, -2.30291, 1.08807], [-1.59251, -1.35591, 1.45139], [0.27273, -0.41495, 2.69326], [1.72081, -0.69635, 1.71057], [1.48036, 0.85339, 2.51742], [0.78576, 1.67455, -1.01739], [2.06239, 0.59052, -0.43468], [1.75323, 2.12420, 0.38745], [-1.36215, 1.88536, 0.25290], [-1.57866, 1.04848, 1.79599], [-0.46785, 2.41768, 1.68412], [0.89233, -1.75741, -2.07448], [-0.06288, -1.40327, -3.53180], [1.06451, -0.18032, -2.89408]],
  "atomic_forces_ev_per_a": [[-0.178, -0.527, 0.113], [0.784, 2.011, 0.846], [-0.911, -1.083, -1.622], [-0.154, -0.118, -0.276], [-0.015, 0.065, 0.145], [0.061, -0.064, -0.042], [0.588, -0.447, -0.378], [-0.657, 0.268, 0.382], [0.033, -0.200, 0.049], [0.151, -0.048, 0.167], [-0.051, -0.186, 0.266], [-0.089, 0.047, 0.016], [-0.013, -0.002, -0.004], [-0.057, -0.072, 0.107], [0.103, -0.094, 0.013], [0.025, 0.071, 0.038], [0.138, 0.137, -0.011], [0.118, -0.068, 0.001], [0.080, 0.087, 0.066], [-0.022, 0.105, 0.049], [-0.059, -0.032, 0.090], [0.037, 0.094, 0.121], [0.048, -0.111, 0.029], [-0.106, 0.013, -0.184], [0.146, 0.154, 0.021]]
}

***

No. 3
{
  "formula": "C6H15NO2Si",
  "method": "the ωB97M-V functional and the def2-TZVPD basis",
  "total_energy_ev": -19921.931,
  "lumo_ha": [-0.05665, -0.02712],
  "charge": 0,
  "spin_multiplicity": 1,
  "gap_ev": [7.68, 8.68],
  "elements": ["C", "C", "C", "C", "C", "C", "N", "O", "O", "Si", "H", "H", "H", "H", "H", "H", "H", "H", "H", "H", "H", "H", "H", "H", "H"],
  "xyz": [[-2.62074, -1.61272, -0.18792], [0.82912, 2.05333, 0.73710], [0.95591, -0.93874, 1.69449], [3.10089, 0.23928, -0.70889], [0.27255, -0.40878, -1.27385], [-2.32869, -0.25758, -0.78109], [-2.22502, 0.82228, 0.05800], [-2.42460, 1.93526, -0.46965], [-1.95453, 0.73521, 1.25826], [1.37079, 0.27703, 0.12856], [-2.21759, -2.49272, -0.71310], [-2.02025, -1.47860, 0.73591], [-3.66262, -1.74858, 0.14498], [1.47007, 2.66353, 1.31432], [0.60214, 2.44584, -0.29250], [-0.10881, 1.76627, 1.24997], [1.44132, -0.52829, 2.57469], [-0.11488, -1.05813, 1.76832], [1.27042, -1.94155, 1.50329], [3.84109, 1.02500, -0.57795], [3.57040, -0.71045, -0.73768], [2.74530, 0.32333, -1.76920], [0.28452, -1.41564, -1.68843], [0.22347, 0.26087, -2.16083], [-2.30024, 0.04456, -1.80681]],
  "atomic_forces_ev_per_a": [[1.139, 0.914, 1.087], [-1.162, -2.679, -2.632], [0.804, 1.232, -2.001], [-1.581, 0.556, -1.232], [-0.244, 1.226, -0.785], [1.010, -2.261, -1.005], [-0.090, 2.840, 0.914], [0.182, -0.696, 0.000], [-0.417, -0.839, -0.294], [-0.240, -0.675, 2.336], [-0.390, 0.649, -0.146], [-0.502, -0.794, -0.089], [0.251, 0.080, -0.415], [0.758, 0.450, 0.416], [-0.056, 0.535, 1.187], [0.434, 0.801, -0.174], [-0.254, -0.139, 0.256], [-0.374, 0.655, 0.346], [0.774, -0.726, -0.063], [-0.191, 0.069, 0.420], [0.538, -1.033, 0.442], [0.432, 0.252, 0.480], [-0.050, -0.204, 0.630], [-0.269, -0.139, 0.592], [-0.504, -0.072, -0.269]]
}

***

No. 4
{
  "formula": "C6H15NOSi",
  "method": "the ωB97M-V functional and the def2-TZVPD basis",
  "total_energy_ev": -17875.269,
  "lumo_ha": [0.03488, -0.04090],
  "charge": 0,
  "spin_multiplicity": 3,
  "gap_ev": [5.16, 8.56],
  "elements": ["C", "C", "C", "C", "C", "C", "N", "O", "Si", "H", "H", "H", "H", "H", "H", "H", "H", "H", "H", "H", "H", "H", "H", "H"],
  "xyz": [[-1.60465, -0.87698, -0.12497], [-1.35940, -2.31814, -0.38911], [-2.82974, 1.12151, 0.38210], [1.98368, -1.49111, 1.30728], [0.94190, 0.57258, -2.20599], [1.15240, 1.83115, 0.70878], [-2.63606, -0.28859, 0.18447], [1.73562, -0.84008, 0.07774], [0.74004, 0.31763, -0.33143], [-2.20676, -3.02883, -0.17475], [-0.49304, -2.69738, 0.07088], [-1.11994, -2.54220, -1.40483], [-2.86587, 1.49531, 1.46080], [-3.98047, 1.14279, 0.05546], [-2.30915, 1.87400, -0.29207], [2.86137, -2.17870, 1.36929], [1.14721, -2.11106, 1.60168], [2.29015, -0.66518, 2.10242], [-0.10270, 0.95486, -2.45901], [1.82232, 1.12896, -2.43315], [1.15071, -0.49431, -2.48862], [0.45559, 2.62938, 0.34769], [1.10801, 1.56741, 1.71245], [2.11692, 2.21349, 0.38256]],
  "atomic_forces_ev_per_a": [[-1.407, -1.606, -1.885], [-1.621, -0.838, 0.178], [-3.908, 1.684, -0.851], [1.438, 1.785, 1.704], [-1.723, -1.751, 1.435], [-0.178, 1.109, -3.213], [1.449, -0.101, 1.533], [2.378, -3.217, 0.559], [-0.428, 2.968, 0.250], [0.456, 0.814, 0.253], [1.096, -0.237, 1.179], [0.001, 0.520, -1.183], [0.513, -0.937, -1.360], [2.237, 0.839, 0.704], [-0.216, -1.175, 0.814], [-0.421, 0.584, -1.069], [-0.466, 0.259, 0.352], [-1.107, -1.696, -1.215], [1.726, -0.383, -0.586], [0.232, 0.904, -0.400], [-0.632, 0.947, -0.386], [0.185, -0.559, 0.926], [-0.174, 0.074, 1.875], [0.572, 0.014, 0.384]]
}